[1]
Formula: C18H26CuN5O3SSeTe
Source: the Open Molecules 2025 dataset
Level of theory: ωB97M-V/def2-TZVPD

Output
Multiplicity: 2
LUMO level (hartree): 0.0817
Expectation value of S²: 0.753
Total charge: -1
HOMO (eV): -5.42
HOMO-LUMO gap (eV): 7.64

Atoms and positions in Å:
Cu  -0.791  2.872  -1.540
N  -1.133  2.165  -3.453
C  0.102  2.366  -4.240
C  1.071  3.353  -3.582
O  2.098  3.678  -4.178
N  0.679  3.723  -2.367
C  1.552  4.447  -1.478
C  1.078  4.239  -0.034
O  1.689  4.749  0.891
O  0.018  3.491  0.112
H  -1.402  1.179  -3.466
H  -1.904  2.701  -3.835
H  -0.106  2.692  -5.260
H  0.623  1.409  -4.303
H  1.571  5.522  -1.683
H  2.585  4.095  -1.550
Se  -5.318  1.754  -0.082
C  -3.618  2.072  -0.522
N  -2.500  2.239  -0.807
C  -0.664  -4.501  0.629
C  -0.191  -3.272  -0.127
N  -0.958  -3.029  -1.354
C  -1.330  -1.767  -1.748
S  -1.065  -1.296  -3.350
N  -1.919  -0.972  -0.864
C  -2.567  -1.336  0.393
C  -1.968  -0.622  1.594
H  -0.043  -4.655  1.513
H  -0.599  -5.391  0.001
H  -1.701  -4.395  0.951
H  0.862  -3.394  -0.396
H  -0.236  -2.385  0.500
H  -0.599  -3.528  -2.154
H  -2.090  -0.026  -1.174
H  -2.521  -2.418  0.502
H  -3.620  -1.061  0.298
H  -0.912  -0.861  1.719
H  -2.498  -0.917  2.502
H  -2.060  0.458  1.480
C  2.646  -0.901  0.399
Te  1.631  0.862  -0.294
C  1.373  1.250  1.791
C  1.542  -0.075  2.484
C  1.085  -0.275  3.784
C  1.204  -1.514  4.397
C  1.792  -2.569  3.713
C  2.263  -2.375  2.423
C  2.143  -1.135  1.800
H  3.721  -0.717  0.397
H  2.444  -1.746  -0.256
H  0.388  1.685  1.937
H  2.111  1.986  2.108
H  0.611  0.546  4.309
H  0.828  -1.658  5.402
H  1.880  -3.542  4.182
H  2.724  -3.196  1.885

Mulliken atomic charge list, values in e, 5 entries:
1 Cu -1.323
2 N -0.181
3 C -0.216
4 C 0.469
5 O -0.761

[2]
Formula: C18H26IN3O5S2
Source: the Open Molecules 2025 dataset
Level of theory: ωB97M-V/def2-TZVPD

Output
LUMO level (hartree): -0.0367
HOMO (eV): -9.11
HOMO-LUMO gap (eV): 8.12

Atoms and positions in Å:
C  3.109  -1.818  2.421
C  4.342  -2.173  1.536
O  4.045  -2.594  0.213
C  3.362  -1.630  -0.564
C  4.195  -0.396  -0.980
O  4.468  0.549  0.043
C  3.316  1.192  0.555
C  2.638  2.207  -0.429
O  1.243  2.260  -0.166
C  0.484  1.392  -0.983
C  -0.213  0.295  -0.160
C  -0.337  -0.986  -0.638
S  0.273  -1.411  -2.276
C  -0.954  -2.068  0.128
C  -1.078  -3.524  -0.340
C  -1.896  -3.741  -1.641
O  -3.059  -3.506  -1.728
I  -0.898  -4.588  -3.400
C  -1.460  -1.787  1.364
C  -1.389  -0.466  1.910
N  -1.844  -0.073  3.116
S  -1.449  1.489  3.186
N  -0.733  1.792  1.768
C  -0.756  0.597  1.142
H  3.192  -0.786  2.802
H  3.050  -2.483  3.299
H  2.145  -1.920  1.896
H  5.095  -1.365  1.585
H  4.835  -3.036  2.021
H  3.095  -2.142  -1.508
H  2.384  -1.325  -0.137
H  5.177  -0.779  -1.314
H  3.733  0.047  -1.888
H  2.548  0.513  0.965
H  3.669  1.800  1.407
H  2.900  2.042  -1.488
H  3.030  3.208  -0.174
H  -0.290  1.931  -1.565
H  1.132  0.871  -1.709
H  -0.335  -0.529  -3.117
H  -1.557  -4.107  0.463
H  -0.066  -3.943  -0.487
H  -1.914  -2.577  1.967
C  -3.314  2.761  -0.099
C  -4.057  3.136  -1.358
O  -3.479  3.542  -2.353
N  -5.411  3.007  -1.354
C  -6.268  2.546  -0.279
H  -2.250  2.917  -0.257
H  -3.635  3.387  0.734
H  -3.478  1.707  0.138
H  -5.840  3.275  -2.226
H  -6.822  1.669  -0.619
H  -6.979  3.335  -0.030
H  -5.698  2.286  0.607

Mulliken atomic charge list, values in e, 5 entries:
1 C -0.719
2 C -0.228
3 O -0.523
4 C 0.549
5 C -0.575

[3]
Formula: C18H26IO5P
Source: the Open Molecules 2025 dataset
Level of theory: ωB97M-V/def2-TZVPD

Output
LUMO level (hartree): -0.0425
HOMO (eV): -8.66
HOMO-LUMO gap (eV): 7.51

Atoms and positions in Å:
O  -0.691  2.111  -4.410
C  -0.019  3.044  -4.025
C  -0.512  4.463  -4.021
C  0.324  5.444  -4.317
C  1.786  5.114  -4.460
O  2.530  5.700  -5.224
C  2.233  3.959  -3.599
C  3.403  3.953  -2.883
C  3.601  2.908  -2.005
P  4.699  3.151  -0.539
O  4.350  4.697  -0.089
I  3.668  1.716  1.161
C  2.962  1.711  -2.238
C  1.814  1.686  -2.984
C  1.393  2.874  -3.521
H  -1.543  4.653  -3.743
H  0.014  6.474  -4.446
H  4.132  4.747  -2.999
H  3.636  5.043  -0.646
H  3.348  0.786  -1.827
H  1.239  0.788  -3.167
C  1.659  -4.387  -0.458
C  2.409  -3.522  0.542
O  2.308  -2.134  0.286
C  1.000  -1.588  0.312
C  0.298  -1.738  1.650
H  1.977  -4.159  -1.476
H  1.846  -5.443  -0.259
H  0.581  -4.225  -0.406
H  3.472  -3.758  0.489
H  2.090  -3.746  1.566
H  0.394  -2.013  -0.496
H  1.115  -0.526  0.089
H  0.111  -2.786  1.892
H  -0.665  -1.224  1.636
H  0.908  -1.321  2.453
C  -3.765  -3.711  2.498
C  -3.018  -2.851  3.504
O  -3.117  -1.462  3.247
C  -4.422  -0.913  3.268
C  -5.129  -1.062  4.604
H  -3.440  -3.482  1.482
H  -3.583  -4.768  2.696
H  -4.843  -3.546  2.544
H  -1.956  -3.093  3.453
H  -3.342  -3.075  4.526
H  -5.027  -1.336  2.458
H  -4.302  0.147  3.045
H  -5.322  -2.109  4.846
H  -6.089  -0.544  4.584
H  -4.520  -0.647  5.408

Mulliken atomic charge list, values in e, 5 entries:
1 O -0.545
2 C 0.276
3 C -0.426
4 C -0.482
5 C 0.152

[4]
Formula: C18H26N2O2
Source: the Open Molecules 2025 dataset
Level of theory: ωB97M-V/def2-TZVPD

Output
LUMO level (hartree): 0.0211
HOMO (eV): -7.83
HOMO-LUMO gap (eV): 8.41

Atoms and positions in Å:
C  -1.470  3.668  -0.972
C  0.087  3.495  -0.926
C  0.536  2.646  0.221
C  0.322  1.300  0.418
C  1.149  0.425  1.316
N  0.606  -1.088  1.187
C  -0.571  -1.274  1.774
C  -1.672  -0.456  0.698
C  -3.234  -0.834  1.223
C  -4.327  0.145  0.714
C  -4.559  -0.050  -0.694
C  -1.381  -1.064  -0.671
N  0.054  -0.852  -1.211
C  0.237  0.398  -1.029
C  0.877  -1.669  -0.066
C  2.402  -1.711  -0.415
C  2.933  -2.960  -1.077
C  4.252  -2.343  -1.232
C  4.371  -0.823  -1.183
O  3.008  -0.705  -0.757
C  -1.220  1.108  0.668
O  -1.767  1.835  1.491
H  -1.879  2.441  -1.196
H  -1.860  3.776  -0.122
H  -1.708  4.498  -1.865
H  0.403  4.488  -0.609
H  0.495  3.189  -1.891
H  1.743  2.765  0.491
H  0.184  3.265  1.300
H  1.040  0.590  2.371
H  2.109  0.629  1.115
H  -0.681  -0.867  2.580
H  -0.712  -2.421  1.816
H  -3.124  -1.952  1.194
H  -2.935  -0.705  2.304
H  -3.856  1.235  0.903
H  -5.017  -0.286  1.199
H  -4.705  -1.009  -1.061
H  -3.828  0.555  -1.380
H  -5.559  0.567  -0.950
H  -1.900  -0.425  -1.488
H  -1.520  -2.060  -0.754
H  1.304  0.700  -1.600
H  -0.278  1.031  -1.572
H  0.549  -2.650  -0.084
H  2.631  -3.894  -0.848
H  5.162  -2.914  -1.461
H  5.171  -0.238  -1.250

Mulliken atomic charge list, values in e, 5 entries:
1 C -0.855
2 C -0.664
3 C -0.849
4 C 3.593
5 C -2.613

[5]
Formula: C18H26N2O5S
Source: the Open Molecules 2025 dataset
Level of theory: ωB97M-V/def2-TZVPD

Output
LUMO level (hartree): 0.0118
HOMO (eV): -9.19
HOMO-LUMO gap (eV): 9.51

Atoms and positions in Å:
C  -7.477  1.365  3.110
C  -6.162  1.444  2.642
H  -5.683  0.419  2.737
H  -5.513  2.067  3.250
O  -6.083  1.829  1.090
C  -4.741  2.210  0.698
O  -3.616  2.151  1.280
C  -4.980  2.559  -0.658
H  -5.780  3.264  -0.664
H  -5.259  1.857  -1.323
C  -3.621  3.291  -0.984
C  -2.644  2.202  -1.731
O  -2.572  2.257  -3.180
N  -2.086  1.609  -0.747
C  -1.211  0.452  -1.068
C  -0.625  -0.028  0.127
C  0.157  -1.044  -0.106
C  0.718  -1.441  -1.246
C  0.116  -0.896  -2.259
C  -0.592  0.263  -2.191
H  -0.994  0.614  -3.182
H  0.807  -1.111  -3.186
S  1.858  -2.834  -1.173
O  2.286  -3.006  -2.583
O  1.267  -4.196  -0.390
N  3.053  -2.124  -0.466
C  3.785  -1.080  -1.474
C  4.719  -0.409  -0.282
H  4.330  0.240  0.339
H  5.273  0.486  -1.059
C  5.759  -1.359  0.306
C  6.727  -0.635  1.055
H  6.187  -0.009  1.966
H  7.300  0.247  0.419
H  7.512  -1.186  1.495
C  5.014  -2.379  1.199
C  3.969  -3.237  0.033
H  3.586  -3.610  0.707
H  4.643  -3.621  -0.682
H  4.624  -1.908  1.942
H  5.737  -2.894  1.396
H  6.595  -1.643  -0.464
H  3.118  -0.484  -1.745
H  4.378  -1.561  -2.275
H  0.565  -1.820  0.925
H  -1.283  0.248  1.045
H  -2.438  1.846  0.035
H  -4.053  4.189  -2.077
H  -3.259  3.801  -0.304
H  -7.874  0.574  2.482
H  -7.987  2.203  3.096
H  -7.551  0.832  4.123

Mulliken atomic charge list, values in e, 5 entries:
1 C -1.322
2 C -0.072
3 H 0.246
4 H 0.338
5 O -0.338

[6]
Formula: C18H26N2O5S2
Source: the Open Molecules 2025 dataset
Level of theory: ωB97M-V/def2-TZVPD

Output
LUMO level (hartree): 0.0100
HOMO (eV): -9.54
HOMO-LUMO gap (eV): 9.81

Atoms and positions in Å:
C  5.044  2.635  -2.896
C  4.669  2.263  -1.465
C  5.270  0.912  -1.071
C  4.867  0.549  0.356
N  3.427  0.540  0.522
S  2.645  -0.835  -0.020
O  2.101  -0.702  -1.346
O  3.499  -1.956  0.243
C  1.273  -0.883  1.134
C  1.542  -1.023  2.482
C  0.487  -1.065  3.379
C  -0.817  -0.975  2.919
C  -1.081  -0.863  1.558
C  -2.493  -0.674  1.094
O  -3.155  0.257  1.519
N  -2.969  -1.557  0.186
C  -2.265  -2.749  -0.230
C  -4.293  -1.353  -0.404
C  -5.427  -1.429  0.661
C  -6.071  -0.074  0.847
S  -6.093  0.508  -0.868
O  -6.224  1.931  -0.990
O  -6.992  -0.307  -1.640
C  -4.383  -0.039  -1.172
C  -0.019  -0.801  0.660
C  2.784  1.774  0.125
C  3.149  2.192  -1.300
H  4.621  3.600  -3.164
H  4.666  1.889  -3.591
H  6.125  2.691  -3.006
H  5.061  3.031  -0.786
H  4.895  0.138  -1.745
H  6.358  0.942  -1.148
H  5.216  -0.451  0.617
H  5.278  1.272  1.069
H  2.568  -1.097  2.803
H  0.678  -1.165  4.436
H  -1.644  -0.993  3.613
H  -1.919  -2.658  -1.263
H  -1.405  -2.926  0.411
H  -2.933  -3.609  -0.158
H  -4.436  -2.178  -1.105
H  -5.016  -1.805  1.599
H  -6.185  -2.128  0.307
H  -5.442  0.612  1.404
H  -7.074  -0.123  1.256
H  -4.198  -0.145  -2.235
H  -3.751  0.732  -0.744
H  -0.175  -0.684  -0.401
H  1.707  1.620  0.218
H  3.088  2.548  0.839
H  2.745  1.451  -1.991
H  2.696  3.160  -1.521

Mulliken atomic charge list, values in e, 5 entries:
1 C -1.661
2 C 0.501
3 C -0.564
4 C -1.098
5 N 0.126

[7]
Formula: C18H26N3OSW
Source: the Open Molecules 2025 dataset
Level of theory: ωB97M-V/def2-TZVPD

Output
Multiplicity: 3
LUMO level (alpha / beta) (hartree): -0.4211 / -0.4066
Expectation value of S²: 2.174
Total charge: +3
HOMO (alpha / beta) (eV): -17.66 / -17.64
HOMO-LUMO gap (alpha / beta) (eV): 6.20 / 6.58

Atoms and positions in Å:
W  0.000  0.333  0.798
C  -2.279  1.576  1.148
N  -1.320  1.770  0.044
C  -0.817  3.147  -0.025
C  -1.877  1.312  -1.232
C  -2.984  1.871  -1.839
C  -3.443  1.341  -3.043
C  -2.782  0.268  -3.616
C  -1.655  -0.278  -3.025
C  -1.160  0.245  -1.828
N  -0.007  -0.102  -1.109
C  1.163  -0.668  -1.635
C  1.339  -1.446  -2.782
C  2.607  -1.842  -3.175
C  3.727  -1.475  -2.450
C  3.582  -0.712  -1.294
C  2.317  -0.341  -0.882
N  2.046  0.433  0.334
C  2.489  -0.301  1.535
C  2.620  1.784  0.273
H  -3.153  2.239  1.040
H  -2.669  0.536  1.111
H  -1.809  1.824  2.125
H  -1.616  3.875  -0.195
H  -0.317  3.411  0.917
H  -0.113  3.235  -0.859
H  -3.496  2.717  -1.402
H  -4.318  1.757  -3.521
H  -3.136  -0.148  -4.547
H  -1.197  -1.125  -3.501
H  0.504  -1.777  -3.370
H  2.714  -2.435  -4.070
H  4.709  -1.790  -2.773
H  4.462  -0.414  -0.740
H  3.587  -0.366  1.578
H  2.161  0.225  2.457
H  2.110  -1.340  1.480
H  3.714  1.768  0.258
H  2.287  2.282  -0.642
H  2.306  2.363  1.153
C  -2.398  -2.175  3.780
S  -0.954  -2.250  2.707
C  0.236  -2.902  3.894
O  -0.514  -0.739  2.566
H  -2.647  -3.195  4.069
H  -3.241  -1.760  3.238
H  -2.189  -1.581  4.666
H  -0.111  -3.886  4.204
H  0.313  -2.248  4.758
H  1.207  -3.016  3.423

Mulliken atomic charge list, values in e, 5 entries:
1 W 1.026
2 C -1.005
3 N 0.528
4 C -0.872
5 C 0.928

[8]
Formula: C18H26N4O6S
Source: the Open Molecules 2025 dataset
Level of theory: ωB97M-V/def2-TZVPD

Output
LUMO level (hartree): 0.0023
HOMO (eV): -9.22
HOMO-LUMO gap (eV): 9.28

Atoms and positions in Å:
C  0.974  -3.136  -3.152
N  -0.271  -2.397  -3.028
C  -1.059  -2.656  -1.836
C  -0.632  -1.811  -0.641
C  -1.429  -2.168  0.609
N  -0.980  -1.450  1.788
C  0.146  -1.835  2.438
O  0.823  -2.782  2.072
C  0.520  -1.043  3.633
C  -0.151  -0.078  4.325
N  0.499  0.441  5.404
C  1.664  -0.129  5.542
C  2.638  0.234  6.646
O  3.027  1.576  6.555
C  2.060  2.329  7.291
C  1.424  1.304  8.244
O  2.055  0.065  7.908
S  2.037  -1.325  4.378
C  -0.602  -1.478  -3.976
O  0.096  -1.264  -4.953
C  -1.906  -0.715  -3.773
C  -2.059  0.449  -4.733
N  -1.148  1.565  -4.468
C  -0.326  1.624  -3.269
C  0.765  2.657  -3.434
O  0.205  3.902  -3.786
C  -0.360  3.823  -5.078
C  -1.242  2.610  -5.327
O  -1.984  2.597  -6.296
H  1.519  -2.761  -4.011
H  1.582  -3.012  -2.254
H  0.773  -4.201  -3.291
H  -2.118  -2.510  -2.050
H  -0.942  -3.715  -1.590
H  0.427  -1.974  -0.435
H  -0.760  -0.749  -0.872
H  -2.489  -1.951  0.467
H  -1.332  -3.235  0.811
H  -1.447  -0.605  2.062
H  -1.143  0.285  4.093
H  3.529  -0.392  6.584
H  2.595  3.123  7.809
H  1.319  2.756  6.615
H  1.637  1.505  9.292
H  0.347  1.230  8.089
H  -2.733  -1.406  -3.963
H  -2.014  -0.391  -2.737
H  -1.887  0.109  -5.752
H  -3.087  0.818  -4.688
H  -0.933  1.872  -2.390
H  0.148  0.656  -3.098
H  1.300  2.793  -2.495
H  1.478  2.327  -4.202
H  -0.973  4.708  -5.231
H  0.423  3.811  -5.847

Mulliken atomic charge list, values in e, 5 entries:
1 C -1.083
2 N 0.212
3 C -1.306
4 C 0.420
5 C -1.271